The following is a quantum chemistry calculation of a molecular structure, C19H29Cl2IrNO2, from the OMol25 dataset.

Results
Total charge: -2
Energy relative to the best compared isomer or geometry (same formula, charge and spin): 0.0 kcal per mole
E_tot: -1971.09576 Eh
Multiplicity: 6
Frontier orbital gap (alpha / beta): 1.805 / 6.402 eV

XYZ file:
```
54
Properties=species:S:1:pos:R:3:forces:R:3
C -0.7876 0.5683 -2.1005 -0.48 1.08 -0.02
C -1.8017 -0.4350 -1.8718 1.02 -1.88 -1.73
C -1.0468 -1.7220 -1.7502 -1.71 0.64 -0.61
C -3.2669 -0.3355 -2.1380 0.35 -0.77 -0.88
C 0.2862 -1.4423 -1.6907 0.82 0.64 0.22
C 0.4977 0.0082 -1.7170 -1.06 -1.46 -1.50
C 1.7475 0.6443 -1.9760 0.00 -0.87 -1.97
C -1.0169 1.9421 -2.6557 0.29 -0.70 -0.91
C -1.7008 -3.0586 -1.8264 0.14 -0.20 0.39
C 1.3691 -2.4458 -1.8250 0.70 -0.57 0.17
Ir -1.1781 0.3536 -0.0935 2.61 2.41 -0.18
Cl -2.4216 -0.4470 1.4152 -3.43 -1.83 3.59
Cl -1.3380 2.6723 0.5430 -0.07 0.76 0.31
O 0.5547 -0.6912 1.3097 1.84 -1.59 0.12
H -3.5072 0.6883 -2.3996 -0.34 0.12 0.03
H -3.8228 -0.6584 -1.2607 -0.21 0.05 -0.01
H -3.5079 -1.0030 -2.9940 -0.20 0.39 0.37
H -2.5408 -3.1193 -1.1123 0.17 -0.09 -0.26
H -0.9738 -3.8500 -1.5723 -0.40 0.18 -0.14
H -2.0858 -3.2590 -2.8397 -0.01 -0.03 0.24
H 1.0950 -3.3802 -1.2980 0.34 0.28 -0.24
H 2.3355 -2.0769 -1.4155 -0.49 -0.35 -0.23
H 1.5374 -2.7193 -2.8966 -0.06 0.19 0.63
H 2.5963 -0.0298 -2.0676 0.13 0.21 0.07
H 1.9014 1.3737 -0.8181 0.60 1.76 -0.60
H 1.7065 1.4376 -2.7377 0.27 -0.10 0.53
H -2.0961 2.1353 -2.6940 0.37 0.27 0.07
H -0.6226 1.9063 -3.6898 -0.22 0.41 0.15
H -0.4855 2.6970 -2.0820 -0.15 0.15 0.00
H 0.8733 -1.3274 0.5972 -0.63 0.90 1.05
O 2.0945 2.2417 -0.2254 -0.14 -1.71 1.38
H 1.9124 1.5894 0.5007 0.18 1.40 0.66
C 2.8904 0.4735 3.5999 0.30 0.48 -0.19
N 1.8194 1.2485 3.0467 -0.04 0.26 -0.20
C 2.1704 2.6730 2.9677 -0.83 -0.78 -0.75
C 0.4620 0.9150 3.5151 0.51 0.28 -0.15
C 0.1542 -0.5661 3.6003 -0.81 -0.15 1.76
C -0.4723 -1.1791 4.7357 0.58 0.94 -0.52
C -0.7978 -2.5303 4.6801 -0.37 -0.46 0.12
C -0.6132 -3.3237 3.5255 0.50 0.36 -0.22
C -0.0385 -2.7280 2.4082 -0.35 0.15 0.67
C 0.2805 -1.3647 2.5041 0.10 -0.31 -2.59
H 3.8167 0.9934 3.2779 -0.28 -0.78 0.32
H 2.8615 -0.5245 3.1754 0.19 -0.33 0.21
H 2.8628 0.4379 4.6997 0.16 -0.19 0.17
H 1.6815 3.0911 2.0725 0.15 0.17 0.44
H 1.8925 3.2466 3.8522 -0.10 0.18 0.37
H 3.2536 2.7104 2.8355 -0.22 0.33 -0.10
H 0.2843 1.3569 4.5100 -0.07 0.03 0.08
H -0.2255 1.3708 2.8003 -0.18 0.12 0.06
H -0.7459 -0.5177 5.6120 0.49 -1.05 -0.96
H -1.2428 -3.0167 5.5441 -0.08 0.19 0.00
H -0.9381 -4.3773 3.4647 0.22 0.69 0.27
H 0.0774 -3.2343 1.4397 -0.09 0.17 0.51
```
Positions in Å, forces in eV/Å.

The following is a quantum chemistry calculation of C2H6O2S in the gas phase, from the OMol25 dataset.

Results
Energy relative to the best compared isomer or geometry (same formula, charge and spin): 44.2 kcal per mole
E_tot: -628.39881 Eh
Multiplicity: 1
Frontier orbital gap: 10.262 eV

XYZ file:
```
11
Properties=species:S:1:pos:R:3:forces:R:3
C -0.8716 -1.2894 -1.2334 0.59 -1.30 2.24
C 1.0636 1.4773 0.8133 -1.81 -1.10 -1.30
O -0.1982 -0.6204 1.6832 -0.02 -0.64 0.32
O -0.3958 -0.0341 -0.9110 0.97 3.04 1.78
S -0.5034 0.5130 0.8281 -0.17 0.00 -2.00
H -1.8771 -1.2359 -1.6494 0.28 -0.27 -0.64
H -0.9492 -1.8012 -0.2436 -0.22 -0.46 -0.72
H -0.0302 -1.8047 -1.7500 -1.18 0.12 -0.32
H 1.7164 0.6682 1.0986 0.86 0.18 -0.32
H 0.9626 2.2253 1.5617 -0.01 0.61 0.65
H 1.0828 1.9018 -0.1976 0.70 -0.17 0.31
```
Positions in Å, forces in eV/Å.

The following is a quantum chemistry calculation of 2 unconnected molecules or ions with the total composition C3H3N3O2, from the OMol25 dataset.

Results
Structure (SMILES): c1cn[nH]n1.O=C=O
Energy relative to the best compared isomer or geometry (same formula, charge and spin): 36.7 kcal per mole
E_tot: -430.86244 Eh
Multiplicity: 1
Frontier orbital gap: 10.979 eV

XYZ file:
```
11
Properties=species:S:1:pos:R:3:forces:R:3
C 0.8885 -0.6063 1.5172 -0.17 0.07 -0.37
C -0.0288 -0.1447 0.5634 0.32 -0.23 0.13
N 0.3255 -0.6297 -0.6153 -0.37 0.14 -0.56
N 1.3995 -1.3410 -0.3602 -0.12 0.10 0.03
N 1.7776 -1.3608 0.8935 0.57 -0.30 0.45
H 0.9354 -0.4238 2.5694 0.07 -0.02 0.25
H -0.8922 0.4742 0.6862 -0.22 0.13 -0.01
H 1.9018 -1.8405 -1.0789 -0.11 0.10 0.11
O -3.1482 1.4867 -0.9852 5.91 2.75 -2.31
C -2.0723 1.9775 -1.4083 -6.85 -3.28 2.69
O -1.0868 2.4083 -1.7818 0.98 0.54 -0.41
```
Positions in Å, forces in eV/Å.

Which of these has the highest E_tot?
C3H3N3O2